A molecular structure, C5H8N in a non-equilibrium geometry, computed with the ωB97M-V functional and the def2-TZVPD basis.

The calculation puts the orbital gap at 10.51 eV. For the LUMO energy, the calculation gives -3.77 eV.

Structure (ORCA input):
```
! RIJCOSX wB97M-V def2-TZVPD def2/J DEFGRID3
* xyz 1 1
C 0.05220 1.03070 0.93976
C 0.61112 0.15278 0.06396
C -1.59275 0.77111 -0.20446
C -0.56174 -0.14435 -0.82952
C 2.04634 -0.24435 -0.04046
N -1.65235 -0.67773 0.02340
H 0.45158 1.53568 1.69670
H -2.45435 1.49799 -0.37396
H -0.37760 -0.65464 -1.75212
H 2.74714 0.58845 -0.01834
H 2.26347 -0.72812 -0.92634
H 2.41444 -0.93223 0.81662
H -1.60455 -1.01588 0.98141
H -2.34296 -1.17940 -0.37663
*
```

In the Löwdin picture, each atom carries the following charge in e: atom 1 (C): 0.230, atom 2 (C): -0.257, atom 3 (C): 0.069, atom 4 (C): -0.117, atom 5 (C): -0.028, atom 6 (N): 0.132, atom 7 (H): 0.046, atom 8 (H): 0.167, atom 9 (H): 0.160, atom 10 (H): 0.095, atom 11 (H): 0.050, atom 12 (H): 0.133, atom 13 (H): 0.192, atom 14 (H): 0.129

=====

A gas-phase ion, C5H8N (charge +1) in a non-equilibrium geometry, computed with the ωB97M-V functional and the def2-TZVPD basis.

Its expectation value of S² is 2.018. The calculation puts the orbital gap (spin up / spin down) at 9.55 / 9.50 eV. For the LUMO energy (spin up / spin down), the calculation gives -3.26 / -6.19 eV.

Structure (ORCA input):
```
! RIJCOSX wB97M-V def2-TZVPD def2/J DEFGRID3
* xyz 1 3
C -0.65260 0.36585 -1.63011
C 0.26438 -0.72271 -1.08998
C -0.93125 0.29619 0.65767
C -1.29294 0.81318 -0.61533
C 1.68082 -0.38628 0.55339
N 0.16216 -0.66743 0.36517
H -0.89235 0.57834 -2.73345
H -0.48891 1.03464 1.33147
H -1.77438 -0.28509 1.01663
H -2.11157 1.56106 -0.63435
H 2.03927 -1.16806 1.26867
H 2.28603 -0.55834 -0.26733
H 1.72895 0.68116 0.91811
H -0.01761 -1.54251 0.85945
*
```

In the Löwdin picture, each atom carries the following charge in e: atom 1 (C): -0.031, atom 2 (C): 0.173, atom 3 (C): -0.100, atom 4 (C): -0.130, atom 5 (C): 0.054, atom 6 (N): -0.109, atom 7 (H): 0.159, atom 8 (H): 0.154, atom 9 (H): 0.157, atom 10 (H): 0.157, atom 11 (H): 0.125, atom 12 (H): 0.068, atom 13 (H): 0.136, atom 14 (H): 0.186

=====

A molecular structure, C5H8N in a non-equilibrium geometry, computed with the ωB97M-V functional and the def2-TZVPD basis.

Its expectation value of S² is 2.012. The calculation puts the orbital gap (spin up / spin down) at 9.23 / 6.39 eV. For the LUMO energy (spin up / spin down), the calculation gives -4.55 / -9.21 eV.

Structure (ORCA input):
```
! RIJCOSX wB97M-V def2-TZVPD def2/J DEFGRID3
* xyz 1 3
C -1.03870 -1.26992 0.41134
C -0.99023 -0.25686 -0.69875
C -0.20130 1.05496 -0.53382
C 1.57047 0.00759 0.79268
C 1.22226 0.96456 -0.02329
N -0.21381 -1.58093 1.27988
H -1.92714 -1.90485 0.42721
H -0.58636 -0.81716 -1.55310
H -2.01650 0.00792 -0.95612
H -0.18582 1.53983 -1.51036
H -0.74026 1.72087 0.14830
H 0.71993 -0.89181 1.22242
H 2.45891 -0.30476 1.30580
H 1.92855 1.73056 -0.31219
*
```

In the Löwdin picture, each atom carries the following charge in e: atom 1 (C): -0.174, atom 2 (C): -0.130, atom 3 (C): -0.114, atom 4 (C): 0.221, atom 5 (C): 0.037, atom 6 (N): 0.204, atom 7 (H): 0.143, atom 8 (H): 0.145, atom 9 (H): 0.129, atom 10 (H): 0.137, atom 11 (H): 0.164, atom 12 (H): -0.026, atom 13 (H): 0.120, atom 14 (H): 0.144

=====

2 unconnected molecules or ions with the total composition C5H8N2 in a non-equilibrium geometry, computed with the ωB97M-V functional and the def2-TZVPD basis.

Its SMILES is C=CC#N.C=CN. The calculation puts the orbital gap at 8.73 eV. For the LUMO energy, the calculation gives 0.55 eV.

Structure (ORCA input):
```
! RIJCOSX wB97M-V def2-TZVPD def2/J DEFGRID3
* xyz 0 1
C 1.97806 -0.66445 -1.45963
C 0.93514 0.14351 -1.50891
C -0.35754 -0.44871 -1.31688
N -1.38997 -0.87231 -1.22328
H 2.92766 -0.27144 -1.88766
H 1.92402 -1.79460 -1.41783
H 1.08529 1.15447 -1.45318
C 0.29510 0.58772 1.29084
C -1.04199 0.82663 1.32611
N -1.96963 -0.24607 1.47413
H 1.00918 1.32185 1.18799
H 0.58548 -0.32668 1.64545
H -1.47157 1.83127 1.15070
H -1.67881 -1.19218 1.31647
H -2.83042 -0.04900 0.87568
*
```

In the Löwdin picture, each atom carries the following charge in e: atom 1 (C): 0.017, atom 2 (C): -0.183, atom 3 (C): -0.265, atom 4 (N): 0.167, atom 5 (H): 0.077, atom 6 (H): 0.097, atom 7 (H): 0.077, atom 8 (C): -0.054, atom 9 (C): -0.260, atom 10 (N): 0.000, atom 11 (H): 0.025, atom 12 (H): 0.033, atom 13 (H): 0.111, atom 14 (H): 0.057, atom 15 (H): 0.102

=====

A single C5H8N2 molecule, computed with the ωB97M-V functional and the def2-TZVPD basis.

Its SMILES is CC/N=C/N1C=C1. The calculation puts the orbital gap at 9.69 eV. For the LUMO energy, the calculation gives 1.13 eV.

Structure (ORCA input):
```
! RIJCOSX wB97M-V def2-TZVPD def2/J DEFGRID3
* xyz 0 1
C 0.73376 2.31465 -0.13894
C 0.44445 1.09305 -1.00590
N -0.19289 0.07907 -0.18976
C 0.41428 -1.01073 0.00933
N -0.05350 -1.95359 0.96096
C -1.49013 -1.73177 1.29921
C -1.25612 -2.76247 0.58736
H 1.11206 3.15013 -0.73655
H -0.18073 2.63249 0.37151
H 1.47673 2.06972 0.62743
H 1.37507 0.73195 -1.47664
H -0.24548 1.36991 -1.81258
H 1.38197 -1.27529 -0.43941
H -2.06143 -1.01751 1.86303
H -1.45804 -3.68961 0.08095
*
```

In the Löwdin picture, each atom carries the following charge in e: atom 1 (C): -0.109, atom 2 (C): -0.309, atom 3 (N): 0.033, atom 4 (C): -0.243, atom 5 (N): -0.056, atom 6 (C): -0.035, atom 7 (C): -0.017, atom 8 (H): 0.067, atom 9 (H): 0.069, atom 10 (H): 0.070, atom 11 (H): 0.101, atom 12 (H): 0.106, atom 13 (H): 0.123, atom 14 (H): 0.102, atom 15 (H): 0.096

=====

A single C5H8N2 molecule in a non-equilibrium geometry, computed with the ωB97M-V functional and the def2-TZVPD basis.

Its SMILES is C[C@H]1CN[C@H]1C#N. The calculation puts the orbital gap at 10.17 eV. For the LUMO energy, the calculation gives 0.87 eV.

Structure (ORCA input):
```
! RIJCOSX wB97M-V def2-TZVPD def2/J DEFGRID3
* xyz 0 1
C -0.04015 1.21064 -1.04620
C -0.05791 -0.30063 -0.71122
C 1.36721 -1.00612 0.07367
N 0.74819 -0.71690 1.35695
C -0.56040 -0.64135 0.68612
C -1.52375 0.27624 1.28293
N -2.26911 1.04301 1.71944
H 0.47182 1.80493 -0.27841
H 0.42135 1.44776 -2.01473
H -1.07659 1.58495 -1.08751
H -0.44921 -0.86831 -1.55718
H 1.57901 -0.28638 -0.69018
H 1.33969 -2.07116 -0.13339
H 1.03377 0.17193 1.75364
H -0.98392 -1.64859 0.64605
*
```

In the Löwdin picture, each atom carries the following charge in e: atom 1 (C): -0.076, atom 2 (C): -0.240, atom 3 (C): -0.092, atom 4 (N): -0.010, atom 5 (C): -0.367, atom 6 (C): -0.175, atom 7 (N): 0.161, atom 8 (H): 0.085, atom 9 (H): 0.078, atom 10 (H): 0.084, atom 11 (H): 0.126, atom 12 (H): 0.073, atom 13 (H): 0.099, atom 14 (H): 0.107, atom 15 (H): 0.149

=====

A single C5H8N2 molecule, computed with the ωB97M-V functional and the def2-TZVPD basis.

Its SMILES is Cn1cccc1N. The calculation puts the orbital gap at 8.45 eV. For the LUMO energy, the calculation gives 0.97 eV.

Structure (ORCA input):
```
! RIJCOSX wB97M-V def2-TZVPD def2/J DEFGRID3
* xyz 0 1
C -0.47213 1.63053 0.41091
N -0.22120 0.48552 -0.45541
C -1.34229 -0.28783 -0.76971
C -1.05716 -1.59673 -0.56293
C 0.30691 -1.67639 -0.11585
C 0.78434 -0.39853 -0.07766
N 2.06772 0.07482 0.21757
H 0.43388 2.22329 0.55976
H -1.23652 2.27553 -0.02995
H -0.82306 1.27201 1.39018
H -2.23443 0.19954 -1.13522
H -1.72320 -2.42925 -0.74984
H 0.87069 -2.57268 0.10663
H 2.18002 1.07552 0.13439
H 2.46643 -0.27535 1.07713
*
```

In the Löwdin picture, each atom carries the following charge in e: atom 1 (C): -0.049, atom 2 (N): -0.122, atom 3 (C): -0.138, atom 4 (C): -0.094, atom 5 (C): -0.049, atom 6 (C): -0.375, atom 7 (N): 0.109, atom 8 (H): 0.072, atom 9 (H): 0.088, atom 10 (H): 0.100, atom 11 (H): 0.108, atom 12 (H): 0.093, atom 13 (H): 0.096, atom 14 (H): 0.073, atom 15 (H): 0.088

=====

A single C5H8N2 molecule, computed with the ωB97M-V functional and the def2-TZVPD basis.

The calculation puts the orbital gap (spin up / spin down) at 8.37 / 8.33 eV. For the LUMO energy (spin up / spin down), the calculation gives -0.97 / -0.95 eV.

Structure (ORCA input):
```
! RIJCOSX wB97M-V def2-TZVPD def2/J DEFGRID3
* xyz 0 1
C -0.03460 -1.53949 0.48830
C -0.11352 -0.05797 0.13348
C 0.69455 0.78999 1.13159
N 0.39698 0.11147 -1.24018
C -1.54401 0.41210 0.21405
C -0.35294 0.79018 -2.12051
N -0.94672 1.44014 -2.87362
H -0.47266 -1.70256 1.47640
H 1.00440 -1.88726 0.49971
H -0.60603 -2.12687 -0.23666
H 1.69320 0.35744 1.25783
H 0.80237 1.81971 0.77978
H 0.20101 0.79494 2.10981
H 0.86039 -0.69702 -1.63189
H -1.58241 1.49520 0.01191
*
```

In the Löwdin picture, each atom carries the following charge in e: atom 1 (C): -0.069, atom 2 (C): -0.687, atom 3 (C): -0.038, atom 4 (N): 0.063, atom 5 (C): 0.246, atom 6 (C): -0.346, atom 7 (N): 0.145, atom 8 (H): 0.087, atom 9 (H): 0.083, atom 10 (H): 0.087, atom 11 (H): 0.089, atom 12 (H): 0.087, atom 13 (H): 0.089, atom 14 (H): 0.139, atom 15 (H): 0.025

=====

Calculated total energy: -6792.612; -6791.981; -6791.344; -8292.176; -8290.818; -8291.170; -8294.298; -8290.161 (eV)
Molar mass: 82.1; 82.1; 82.1; 96.1; 96.1; 96.1; 96.1; 96.1 (g/mol)